(1)
Computed, not measured: a molecular structure, C3H11N3O2 at a distorted geometry, with wB97M-V/def2-TZVPD.

```
19
Properties=species:S:1:pos:R:3:forces:R:3:nbo_charge:R:1
C 1.69742 -1.57348 0.93803 0.107 -0.015 -0.126 -0.44
N 2.04766 -0.89462 -0.30075 -0.228 0.631 -0.068 -0.34
O 2.59613 0.41112 0.03465 0.099 -0.537 0.118 -0.63
H 3.47003 0.39028 -0.37459 -0.171 0.029 0.039 0.47
H -1.44250 0.98446 -1.61867 2.184 1.011 -1.429 0.34
H 2.60141 -2.02588 1.34666 -0.136 0.010 0.208 0.19
H 0.99007 -2.36503 0.67948 0.107 -0.061 -0.012 0.20
H 1.21878 -0.92677 1.68261 0.124 0.068 -0.063 0.18
C -2.48952 -0.32944 -0.09862 -0.181 -0.004 -0.788 -0.70
N -0.28087 0.80536 -1.41825 -3.609 -1.641 0.580 -0.31
C -1.62227 0.89121 -0.21549 2.667 -0.177 1.993 0.30
O 0.50429 1.89064 -1.36391 -0.620 0.633 0.698 -0.51
N -1.35040 1.75294 0.66088 -0.048 -0.094 -0.480 -0.66
H 0.87015 1.90324 -0.44553 -0.214 0.050 -0.543 0.49
H 1.18375 -0.62429 -0.77200 0.107 -0.148 -0.011 0.36
H -1.83750 1.63461 1.54683 -0.359 0.105 -0.229 0.36
H -2.89602 -0.45038 0.90537 0.160 0.147 -0.015 0.23
H -3.32247 -0.24972 -0.79975 -0.099 -0.051 0.060 0.23
H -1.93813 -1.22426 -0.38695 0.110 0.046 0.069 0.25
```
Positions in Å, forces in eV/Å.

## Properties
* energy relative to the best compared isomer or geometry (same formula, charge and spin): 175.0 kcal per mole
* frontier orbital gap: 9.61 eV
* net charge: 0
* 2S+1: 1
* E_LUMO: 0.44 eV

***

(2)
Computed, not measured: a single C5H6O2 molecule at a distorted geometry, with wB97M-V/def2-TZVPD.

```
13
Properties=species:S:1:pos:R:3:forces:R:3:nbo_charge:R:1
O 0.46891 2.42325 -0.00599 0.099 0.090 0.354 -0.70
C -0.29659 1.39285 -0.59080 -0.058 -0.293 0.050 -0.09
C 0.36249 0.02175 -0.50593 0.037 0.063 0.036 -0.28
C 0.61728 -0.93649 0.71425 2.062 -0.533 0.279 -0.06
O -1.66030 -1.01023 0.20435 -1.288 -0.495 -1.649 -0.63
C -0.56657 -1.15632 -0.36296 -0.638 0.509 0.232 0.44
C 0.41709 -2.14506 0.09918 -0.966 0.654 0.828 -0.24
H 0.44394 2.29314 0.94834 0.047 0.150 -0.046 0.46
H -1.32223 1.34718 -0.20202 0.240 -0.036 0.069 0.20
H -0.37159 1.65808 -1.65709 0.070 -0.264 0.300 0.20
H 1.28790 -0.05016 -1.07394 -0.435 -0.082 -0.401 0.24
H 0.55196 -0.82482 1.78951 0.266 0.511 0.001 0.25
H 0.06769 -3.01318 0.64310 0.562 -0.275 -0.053 0.23
```
Positions in Å, forces in eV/Å.

## Properties
* energy relative to the best compared isomer or geometry (same formula, charge and spin): 106.1 kcal per mole
* frontier orbital gap: 9.35 eV
* net charge: 0
* 2S+1: 1
* E_LUMO: -0.13 eV

***

(3)
Computed, not measured: 2 unconnected molecules or ions with the total composition CH6N2 at a distorted geometry, with wB97M-V/def2-TZVPD.

```
9
Properties=species:S:1:pos:R:3:forces:R:3:mulliken_spin:R:1
N -1.50138 0.07461 -1.23134 0.287 0.573 0.873 0.14
H -2.10291 0.36162 -0.45836 -0.214 -0.344 -0.160 -0.01
H -0.97772 0.92422 -1.43728 0.079 -0.237 -0.424 -0.01
H -0.85753 -0.63730 -0.88696 -0.264 0.000 -0.570 -0.02
C 1.34139 0.21785 0.76664 0.151 -1.183 1.716 -0.05
N 0.92294 -0.87632 0.29543 -0.770 1.910 0.332 0.84
H 1.99408 0.05431 1.64683 0.527 0.180 -0.277 0.08
H 1.06872 1.27119 0.65160 -0.077 -0.103 -1.112 0.04
H 0.11241 -1.39018 0.65344 0.281 -0.796 -0.379 -0.02
```
Positions in Å, forces in eV/Å.

## Properties
* energy relative to the best compared isomer or geometry (same formula, charge and spin): 29.8 kcal per mole
* frontier orbital gap (alpha / beta): 7.61 / 6.04 eV
* net charge: +1
* 2S+1: 2
* E_LUMO (alpha / beta): -7.55 / -8.64 eV

***

(4)
Computed, not measured: a single C4H8O2 molecule at a distorted geometry, with wB97M-V/def2-TZVPD.

```
14
Properties=species:S:1:pos:R:3:forces:R:3:nbo_charge:R:1
C 0.13752 1.71436 0.98862 0.464 0.178 -0.409 -0.62
C 0.68229 0.40601 0.37547 0.679 -0.141 -0.789 -0.40
C -0.06791 0.06664 -0.80585 -1.859 -0.352 0.311 0.43
O -0.45925 0.91186 -1.60201 -0.101 -0.422 0.021 -0.61
C -0.52289 -1.36345 -0.87634 -0.422 -0.044 -0.575 -0.15
O 0.22668 -2.33091 -0.17735 0.036 0.065 0.156 -0.71
H 0.42795 2.57042 0.39270 0.122 0.273 0.129 0.24
H 0.37363 1.87847 2.05041 0.322 -0.222 -0.494 0.22
H -0.96824 1.68430 0.90574 0.537 -0.196 -0.032 0.22
H 0.99071 -0.35811 1.08833 -0.385 -0.104 -0.414 0.23
H 1.40895 0.09800 -0.67492 0.844 1.761 2.672 0.28
H -1.53029 -1.23216 -0.45783 -0.107 -0.443 -0.250 0.19
H -0.58049 -1.62659 -1.92558 -0.206 -0.366 -0.120 0.20
H -0.11867 -2.41883 0.71862 0.076 0.013 -0.205 0.47
```
Positions in Å, forces in eV/Å.

## Properties
* energy relative to the best compared isomer or geometry (same formula, charge and spin): 73.3 kcal per mole
* frontier orbital gap: 9.77 eV
* net charge: 0
* 2S+1: 1
* SMILES: CCC(=O)CO
* E_LUMO: 0.55 eV